1.
Density functional theory data (ωB97M-V/def2-TZVPD) for an isolated molecule of CHNO4 in a non-equilibrium geometry.

XYZ file:
```
7
Properties=species:S:1:pos:R:3:forces:R:3
C -0.145935 -0.001273 0.350135 -0.6 1.3 -0.6
N 0.753772 -0.530556 -0.693320 -0.4 0.3 0.6
O 1.037580 -1.683749 -0.450511 0.2 -0.2 -0.2
O -1.612634 1.502405 1.014552 -1.1 0.4 1.4
O 1.121767 0.145817 -1.624066 -0.4 0.0 0.4
O -0.778460 1.070350 0.155156 2.0 -0.7 -2.4
H -0.376089 -0.502993 1.248056 0.3 -1.1 0.7
```
Forces are in eV/Å.

Properties
- multiplicity = 1
- HOMO level (spin up / spin down) (eV) = -11.0 / -10.8
- relative energy (zero: lowest compared OMol25 entry of this formula, charge and spin) (kcal/mol) = 148.64
- Kohn-Sham gap (spin up / spin down) (eV) = 8.786 / 8.526
- E (hartree) = -394.12600
- molar mass (g mol⁻¹) = 91.02

Charges in e, computed with Mulliken, in the same order as the atoms: atom 1 (C): -0.0317, atom 2 (N): 0.9186, atom 3 (O): -0.5026, atom 4 (O): -0.5135, atom 5 (O): -0.4898, atom 6 (O): 0.1853, atom 7 (H): 0.4336

2.
Density functional theory data (ωB97M-V/def2-TZVPD) for a cluster of 13 separate species, C6H36O13 in total in a non-equilibrium geometry.

XYZ file:
```
55
Properties=species:S:1:pos:R:3:forces:R:3
C 0.516688 -0.576841 -2.118530 3.7 2.3 -0.9
O -0.725476 -0.348623 -2.700278 -2.7 -0.4 -0.3
C 0.491391 -0.413625 -0.587811 1.2 -1.3 0.3
C 0.622615 0.947202 0.027460 -2.5 3.5 -1.3
C 1.577010 1.172806 1.176446 0.5 2.5 -1.4
C 2.454305 2.197150 0.932726 -0.6 -1.7 -0.7
C 1.211184 0.513827 2.459463 2.4 -1.2 1.4
H 1.081880 -1.542448 -2.466241 -1.3 1.7 0.6
H 1.096042 0.396984 -2.455628 -0.2 -2.6 0.5
H -0.898027 -0.604809 -3.621670 0.9 -0.1 0.5
H 1.438868 -0.894392 -0.232621 -1.3 -0.7 -0.3
H -0.394616 -0.862147 -0.154486 0.3 -0.6 0.1
H -0.388346 1.237099 0.466137 1.0 -0.4 -0.5
H 0.741994 1.780761 -0.814783 0.1 -2.0 2.0
H 2.580917 2.632381 -0.076332 -0.6 -0.6 0.6
H 3.253857 2.528476 1.532750 0.5 0.2 1.5
H 1.427401 -0.611657 2.518895 0.2 1.8 -0.2
H 1.635636 1.032224 3.363085 0.1 -0.6 -0.9
H 0.184746 0.530234 2.668278 -1.9 0.4 -0.2
H -2.798022 -1.307990 1.809342 -1.6 1.3 -2.0
H -4.225350 -0.924707 1.278314 -5.8 -1.7 0.9
O -3.390454 -0.683427 1.169719 7.3 -0.1 0.9
H 1.997126 3.379807 -2.065861 -0.4 2.4 0.4
H 1.298864 2.236343 -2.841575 -0.3 0.9 0.0
O 2.068761 2.501124 -2.322465 2.1 -2.9 -0.5
H -2.386981 -1.867098 -0.713701 -3.6 3.3 2.8
H -1.295553 -1.787104 -1.746470 0.1 1.0 -0.6
O -1.815081 -2.341821 -1.186585 2.8 -4.8 -1.9
H 1.120787 -3.287254 3.343645 -0.1 2.5 -1.5
H 0.581931 -3.026335 1.977780 -0.5 0.1 -1.2
O 0.959722 -2.500714 2.680746 1.2 -2.5 3.4
H -3.325861 0.731512 0.233112 0.8 1.6 -0.9
H -3.033186 1.173861 -1.281472 -0.1 1.1 2.7
O -3.057519 1.561565 -0.318521 -0.9 -3.2 -2.4
H -1.333986 -3.196563 2.406729 2.9 -3.9 -1.3
H -1.482457 -2.054083 3.263301 1.3 1.4 2.1
O -1.871370 -2.508632 2.568532 -4.7 3.0 -0.5
H 3.310208 -3.292381 -1.182126 -0.4 -0.7 1.3
H 3.331468 -2.946898 0.308161 -0.2 -0.6 -0.3
O 3.069632 -3.676077 -0.292104 0.5 1.4 -1.0
H -0.953147 2.229995 -3.198917 -0.6 0.0 0.4
H -0.430138 3.369488 -2.241923 -1.1 0.2 0.7
O -0.254624 2.851363 -3.015975 0.7 -0.5 -1.9
H 2.941634 -0.113888 -0.472309 -0.4 0.3 1.0
H 3.053159 0.967048 -1.607056 0.5 -1.4 0.8
O 3.416012 0.091678 -1.256882 0.5 1.3 -2.0
H -0.928623 -3.301495 0.333665 -0.1 0.2 -0.6
H 0.291898 -4.173548 0.431179 3.4 -2.1 -2.9
O -0.345204 -3.793674 0.925032 -3.3 1.2 2.2
H -2.457208 2.470281 1.294120 -1.0 1.2 -3.2
H -2.186091 1.170510 1.981246 0.0 -3.1 -0.7
O -2.238937 2.071364 2.070796 1.1 2.1 4.7
H -2.159369 2.969078 -0.732562 -0.8 -0.8 -0.6
H -1.461411 4.074728 -0.399106 2.9 2.6 3.9
O -1.918701 3.819342 -1.116668 -1.9 -1.3 -3.0
```
Forces are in eV/Å.

Properties
- multiplicity = 1
- HOMO level (eV) = -8.9
- relative energy (zero: lowest compared OMol25 entry of this formula, charge and spin) (kcal/mol) = 128.79
- Kohn-Sham gap (eV) = 8.861
- E (hartree) = -1228.16357
- molar mass (g mol⁻¹) = 316.34

Charges in e, computed with Mulliken, in the same order as the atoms: atom 1 (C): 0.0496, atom 2 (O): -0.5331, atom 3 (C): 0.6611, atom 4 (C): 0.6138, atom 5 (C): 0.9299, atom 6 (C): -1.1581, atom 7 (C): -1.1895, atom 8 (H): 0.0810, atom 9 (H): 0.0652, atom 10 (H): 0.3029, atom 11 (H): -0.0446, atom 12 (H): -0.3037, atom 13 (H): 0.0548, atom 14 (H): -0.4825, atom 15 (H): 0.0505, atom 16 (H): 0.3721, atom 17 (H): 0.2077, atom 18 (H): 0.3683, atom 19 (H): 0.2435, atom 20 (H): 0.3786, atom 21 (H): 0.2087, atom 22 (O): -0.6216, atom 23 (H): 0.2915, atom 24 (H): 0.4072, atom 25 (O): -0.6703, atom 26 (H): 0.2889, atom 27 (H): 0.4404, atom 28 (O): -0.7767, atom 29 (H): 0.3468, atom 30 (H): 0.3954, atom 31 (O): -0.6555, atom 32 (H): 0.3593, atom 33 (H): 0.2922, atom 34 (O): -0.7993, atom 35 (H): 0.3469, atom 36 (H): 0.2990, atom 37 (O): -0.6497, atom 38 (H): 0.3261, atom 39 (H): 0.3142, atom 40 (O): -0.6466, atom 41 (H): 0.2746, atom 42 (H): 0.3633, atom 43 (O): -0.6828, atom 44 (H): 0.3608, atom 45 (H): 0.3782, atom 46 (O): -0.7036, atom 47 (H): 0.3276, atom 48 (H): 0.2889, atom 49 (O): -0.7543, atom 50 (H): 0.3285, atom 51 (H): 0.2578, atom 52 (O): -0.6639, atom 53 (H): 0.3738, atom 54 (H): 0.3916, atom 55 (O): -0.7047

3.
Density functional theory data (ωB97M-V/def2-TZVPD) for a cluster of 2 separate species, C3H8OS in total in a non-equilibrium geometry.

XYZ file:
```
13
Properties=species:S:1:pos:R:3:forces:R:3
C -3.131879 -0.714253 -0.397907 -2.1 0.0 2.0
S -1.440550 -0.669706 -1.225947 -0.2 -0.3 0.3
H -3.648962 -0.618470 -1.343118 -0.9 0.0 0.5
H -3.030690 -1.799091 -0.064760 -1.0 1.7 0.2
H -3.394987 0.138223 0.383050 0.5 -1.9 -1.3
H -0.308846 -0.574593 -1.793062 3.4 0.6 -1.6
O 1.706391 -0.340353 -0.850341 0.8 0.4 1.1
C 2.088358 0.621908 -0.224001 0.2 -0.3 0.1
C 2.261165 0.637606 1.341726 0.0 -1.0 -2.1
H 2.347713 1.502430 -0.823702 0.1 0.6 0.3
H 2.257427 -0.466545 1.484352 0.9 0.8 0.8
H 1.321330 0.920782 1.715987 -1.6 0.5 0.5
H 2.973528 1.362063 1.797728 0.1 -1.1 -0.6
```
Forces are in eV/Å.

Properties
- multiplicity = 2
- <S²> = 0.755
- charge = -1
- HOMO level (spin up / spin down) (eV) = -0.3 / -2.2
- relative energy (zero: lowest compared OMol25 entry of this formula, charge and spin) (kcal/mol) = 63.84
- Kohn-Sham gap (spin up / spin down) (eV) = 3.908 / 5.820
- E (hartree) = -592.36275
- molar mass (g mol⁻¹) = 92.16

Charges in e, computed with Mulliken, in the same order as the atoms: atom 1 (C): -0.6694, atom 2 (S): -0.6301, atom 3 (H): 0.1434, atom 4 (H): 0.1285, atom 5 (H): 0.2055, atom 6 (H): -0.1326, atom 7 (O): -0.4358, atom 8 (C): 0.0759, atom 9 (C): -0.8815, atom 10 (H): 0.3519, atom 11 (H): 0.2837, atom 12 (H): 0.2678, atom 13 (H): 0.2928